(1)
{
  "formula": "C17H33BN6Si2V",
  "method": "ωB97M-V/def2-TZVPD",
  "species": ["V", "Si", "Si", "N", "N", "N", "N", "N", "N", "C", "C", "C", "C", "C", "C", "C", "C", "C", "C", "C", "C", "C", "C", "C", "C", "C", "B", "H", "H", "H", "H", "H", "H", "H", "H", "H", "H", "H", "H", "H", "H", "H", "H", "H", "H", "H", "H", "H", "H", "H", "H", "H", "H", "H", "H", "H", "H", "H", "H", "H"],
  "xyz": [[-0.14948, 0.04348, -0.74787], [-0.12432, 1.33799, 2.41531], [1.71515, -1.07961, 2.04204], [-1.95471, -0.05034, -1.78511], [0.21992, 1.68241, -1.75085], [0.55915, -0.72239, -3.40927], [0.03832, 1.64180, -3.12925], [-1.79524, 0.00381, -3.17627], [0.66800, -1.14824, -2.08499], [1.24342, -1.53790, -4.20821], [3.37151, -0.40701, 2.54326], [0.54500, 2.97820, -1.44577], [-2.96829, -0.22844, -3.77140], [2.10796, -2.69984, 1.18242], [0.14335, 2.86564, -3.64812], [-0.72953, 2.99362, 1.77840], [1.03289, 1.75832, 3.84907], [0.77026, -1.74518, 3.55601], [-3.26970, -0.28326, -1.55763], [0.44959, 3.74055, -2.61420], [1.48011, -2.25141, -2.10448], [-3.94294, -0.41295, -2.79621], [-2.08968, -2.00080, 0.97018], [0.66264, 0.20286, 1.08355], [1.85777, -2.51270, -3.42853], [-1.66192, 0.57298, 3.17022], [-0.43627, 0.36109, -3.80981], [-1.48097, -0.38397, 3.66743], [-2.05353, 1.27706, 3.92209], [0.65407, -1.00187, 4.35206], [1.29203, 0.89372, 4.47392], [-0.04269, 3.00231, -4.70013], [-4.98681, -0.61090, -2.95791], [1.35996, 0.81801, 0.41829], [-3.63328, -0.36396, -0.53529], [-2.97706, -0.23224, -4.84096], [-2.77181, -2.68054, 0.43465], [-1.12654, -1.84969, 0.36429], [1.19491, -1.37604, -5.27276], [3.94428, -0.15170, 1.64021], [2.46230, -3.30950, -3.81099], [1.23017, -3.16743, 0.71457], [-2.44662, 0.41577, 2.42361], [3.29290, 0.49379, 3.15859], [1.69489, -2.81035, -1.21401], [1.38212, -2.56355, 3.96640], [0.48425, 2.47171, 4.48536], [2.49977, -3.41685, 1.92284], [2.89760, -2.53685, 0.43614], [-1.37920, 2.87059, 0.89504], [-2.59331, -1.04373, 1.08823], [1.96293, 2.23207, 3.50095], [-1.34034, 3.45559, 2.57832], [0.76795, 3.26381, -0.42198], [-0.22119, -2.15140, 3.30797], [0.54282, 4.80372, -2.70153], [3.90372, -1.18745, 3.11287], [0.11484, 3.66080, 1.54284], [-0.51606, 0.48791, -5.03126], [-1.85510, -2.41149, 1.95765]],
  "e_homo_ev": [-15.65, -15.65],
  "total_charge": 2,
  "energy_ha": -2543.47585,
  "homo_lumo_gap_ev": [6.71, 7.59],
  "s_squared": 0.969,
  "e_above_lowest_ev": 0.000,
  "spin_multiplicity": 2
}

***

(2)
{
  "formula": "C17H33BrGeN2O5SbSe4Ti",
  "method": "ωB97M-V/def2-TZVPD",
  "species": ["Sb", "Br", "Se", "Se", "Se", "Se", "Ge", "Ti", "O", "O", "O", "O", "O", "N", "N", "C", "C", "C", "C", "C", "C", "C", "C", "C", "C", "C", "C", "C", "C", "C", "C", "C", "H", "H", "H", "H", "H", "H", "H", "H", "H", "H", "H", "H", "H", "H", "H", "H", "H", "H", "H", "H", "H", "H", "H", "H", "H", "H", "H", "H", "H", "H", "H", "H", "H"],
  "xyz": [[-5.30533, -1.19985, -0.54503], [6.49556, -1.03754, 2.57070], [-2.49229, -1.25436, -0.32643], [-5.49733, -2.70420, -2.40495], [-5.77368, -1.95716, 1.69441], [-5.96464, 1.09150, -0.92618], [1.57885, 2.39158, -1.12168], [-0.42482, -0.21401, 0.00956], [-0.95382, -1.45851, 2.59971], [-1.23427, 1.21809, 1.52163], [-1.93644, 1.86415, -0.92794], [1.22438, -0.22981, 1.20975], [0.58588, -1.86834, -0.08737], [-1.04107, -3.60561, -2.63974], [-0.90416, -2.34862, -3.32810], [3.21046, -3.06190, -0.07824], [2.73862, 2.30376, 0.45183], [-1.68145, -0.45498, 3.25347], [5.48586, -2.99629, 0.76497], [3.89083, -1.28943, 1.46371], [0.59183, 0.76762, -1.55141], [-2.55874, 1.91686, -2.20376], [-1.00489, 0.84981, 2.89618], [-2.58077, 1.73092, 1.33893], [2.87419, -1.89076, 0.66165], [-2.65566, 2.54138, 0.07499], [0.41765, 3.95947, -0.87724], [2.73316, 2.82744, -2.66350], [4.47839, -3.58481, -0.02084], [5.13676, -1.85487, 1.48620], [1.58017, -1.34893, 0.62641], [-1.58742, -2.72738, 2.61765], [6.48524, -3.40219, 0.81197], [1.31856, 0.03363, -1.91857], [-1.50848, -3.17502, 3.61623], [1.00961, 4.87662, -0.92720], [0.07159, 0.73195, 3.00153], [-2.23727, 3.54694, 0.21335], [-3.61427, 1.64637, -2.12692], [2.44807, -3.51944, -0.69452], [-0.07022, 3.91752, 0.09719], [-0.47902, -3.51291, -1.80102], [-0.07587, 1.00787, -2.37841], [-2.63934, -2.64847, 2.32738], [-3.71444, 2.62201, -0.18421], [-1.50725, -1.66260, -2.87804], [3.41187, 1.44826, 0.39342], [-1.24803, -2.48426, -4.26981], [4.71520, -4.47169, -0.59770], [-0.35611, 3.99404, -1.64487], [3.33183, 3.22022, 0.51317], [3.40513, 1.99680, -2.88619], [-2.06054, 1.19349, -2.84500], [2.14697, 2.19783, 1.35997], [-2.81921, 2.36599, 2.19583], [-3.27812, 0.89534, 1.29140], [-1.65072, -0.58642, 4.34600], [3.33513, 3.71709, -2.46124], [3.65925, -0.40650, 2.04187], [-2.73266, -0.46815, 2.93992], [-2.00127, -3.70546, -2.31562], [-1.35948, 1.66377, 3.53276], [-2.46139, 2.92177, -2.63368], [-1.07036, -3.34646, 1.88863], [2.11979, 3.01685, -3.54694]],
  "e_homo_ev": [-0.88, -2.17],
  "total_charge": -2,
  "energy_ha": -16499.77249,
  "homo_lumo_gap_ev": [4.63, 5.92],
  "s_squared": 0.775,
  "e_above_lowest_ev": 1.610,
  "spin_multiplicity": 2
}

***

(3)
{
  "formula": "C17H33BrGeN2O5SbSe4Ti",
  "method": "ωB97M-V/def2-TZVPD",
  "species": ["Sb", "Br", "Se", "Se", "Se", "Se", "Ge", "Ti", "O", "O", "O", "O", "O", "N", "N", "C", "C", "C", "C", "C", "C", "C", "C", "C", "C", "C", "C", "C", "C", "C", "C", "C", "H", "H", "H", "H", "H", "H", "H", "H", "H", "H", "H", "H", "H", "H", "H", "H", "H", "H", "H", "H", "H", "H", "H", "H", "H", "H", "H", "H", "H", "H", "H", "H", "H"],
  "xyz": [[3.17896, 1.06982, -2.76642], [-4.47454, 2.64150, 4.05033], [2.33316, 1.47449, -5.02452], [1.56994, 0.08375, -1.17525], [5.22674, -0.25100, -2.89074], [3.88035, 3.31596, -2.02058], [0.51056, -2.89778, -1.96614], [0.28676, -0.85833, 0.26776], [-0.31215, -0.05305, 1.78735], [2.50542, -0.42715, 1.62485], [-1.08720, -1.95290, 0.99369], [1.06830, 2.40987, 1.36294], [-0.74866, 3.43489, -0.83226], [-2.75981, -0.18898, -0.71788], [-1.43280, -0.18012, -1.24132], [1.36876, -2.59851, -0.18506], [0.92891, 3.75926, 0.93559], [-2.51799, -0.66847, 2.42102], [-0.28021, 4.20479, -1.93442], [2.51032, 0.77794, 2.42521], [-1.41640, -3.38579, -1.74329], [1.30871, -4.59120, -2.67489], [2.40440, 2.14240, 1.73851], [-4.85771, -0.18721, 3.91059], [-3.99093, 0.84768, 3.55425], [-0.48654, 3.99082, 0.43103], [3.80217, -0.65489, 1.08753], [-1.30096, -0.91238, 1.74183], [-4.54992, -1.47957, 3.46264], [0.63748, -1.79638, -3.64279], [-2.83547, 0.64830, 2.85154], [-3.42056, -1.72274, 2.72029], [-3.43323, 0.16139, -1.39271], [1.67676, -1.70218, -3.96142], [1.08035, -3.44463, 0.45625], [-0.79521, 5.17395, -1.95149], [-2.17552, 1.46421, 2.59063], [1.66349, 3.98716, 0.15157], [-1.15063, 0.80710, -1.33164], [-5.72698, 0.00326, 4.52233], [3.06462, 2.21591, 0.86296], [-1.18994, 3.50296, 1.11461], [2.44364, -2.64955, -0.37295], [-3.18263, -2.71967, 2.37098], [4.09593, 0.13822, 0.39410], [2.71721, 2.90167, 2.47204], [4.53838, -0.72633, 1.89691], [1.17737, -5.41298, -1.96851], [2.37689, -4.48245, -2.86213], [-1.73175, -3.30781, -0.70488], [-1.36644, -0.57645, -2.18104], [0.83116, -4.86734, -3.61567], [-5.21269, -2.29494, 3.72984], [0.79950, 4.37859, -1.90926], [3.77882, -1.59904, 0.55187], [1.65119, 0.69099, 3.09246], [-0.51971, 3.64291, -2.83393], [-3.01846, -1.13588, -0.46465], [3.44108, 0.74806, 3.00699], [0.10449, -2.35953, -4.41401], [0.21894, -0.79100, -3.60409], [1.11731, 4.42414, 1.79334], [-1.52811, -4.43298, -2.03027], [-2.10410, -2.80248, -2.35949], [-0.69079, 5.06973, 0.39986]],
  "e_homo_ev": [-1.10, -1.24],
  "total_charge": -2,
  "energy_ha": -16499.67416,
  "homo_lumo_gap_ev": [4.86, 5.00],
  "s_squared": 0.774,
  "e_above_lowest_ev": 4.286,
  "spin_multiplicity": 2
}

***

(4)
{
  "formula": "C17H33Cl3O8",
  "method": "ωB97M-V/def2-TZVPD",
  "species": ["Cl", "Cl", "Cl", "O", "O", "O", "O", "O", "O", "O", "O", "C", "C", "C", "C", "C", "C", "C", "C", "C", "C", "C", "C", "C", "C", "C", "C", "C", "H", "H", "H", "H", "H", "H", "H", "H", "H", "H", "H", "H", "H", "H", "H", "H", "H", "H", "H", "H", "H", "H", "H", "H", "H", "H", "H", "H", "H", "H", "H", "H", "H"],
  "xyz": [[2.70477, 0.29593, 2.95975], [0.21366, -0.92353, 3.62855], [2.16896, -2.38165, 2.19057], [-0.07871, 2.22308, 1.07088], [2.89316, -0.10945, -0.39229], [-1.34547, 0.33511, -3.07535], [3.49625, 1.51420, -1.74927], [0.77238, 0.30418, -3.67149], [-1.69618, -4.45514, 4.57849], [-3.58825, -4.24534, 3.35066], [-2.19671, 2.52836, 0.40731], [3.53466, 0.26869, -1.32040], [3.44059, 2.86573, 0.30506], [-3.09232, -2.46621, 4.73788], [-3.61182, -5.66010, 1.37385], [2.72129, 2.42109, -0.97174], [0.61134, 1.65912, -4.06957], [0.02478, -1.47479, -2.24497], [-0.28525, -0.23005, -3.06591], [-1.40920, 3.72494, -1.53890], [-1.80271, 2.39743, 2.75472], [-2.64655, -3.82943, 4.24346], [-1.23036, 2.39069, 1.32662], [1.47703, -0.81542, 2.44176], [-1.92192, 2.41118, -1.01911], [1.87924, 2.16107, -4.72454], [4.66615, -0.49965, -1.94768], [-3.40013, -5.59766, 2.85462], [2.56407, 3.23685, -1.59191], [0.48381, 2.20481, -3.08713], [-1.28117, 1.60761, 3.34319], [-0.28867, 1.70243, -4.72081], [4.36045, 3.37845, 0.03484], [-2.37548, -2.04917, 5.39350], [5.52227, 0.03584, -1.64036], [4.61025, -0.55802, -3.02347], [2.75145, 3.57979, 0.77188], [2.75999, 1.92192, -4.05319], [-2.37216, -5.95356, 3.08886], [1.84372, 3.21343, -4.94902], [-4.10724, -6.19742, 3.39301], [-2.83427, 2.18228, 2.72565], [-4.49866, -5.07959, 1.16169], [-3.13006, -1.84104, 3.81014], [3.65738, 2.02826, 0.99511], [-2.22005, 4.46744, -1.39525], [4.69728, -1.46489, -1.48303], [0.65769, -1.14081, -1.42316], [1.23657, -0.47411, 1.46137], [0.58162, -2.20506, -2.85034], [-0.51881, 4.14262, -1.02686], [-3.63683, -6.63596, 0.85065], [-2.86675, 2.15855, -1.50474], [1.71005, 1.91774, -0.70691], [-2.77031, -5.06734, 0.84999], [-4.01642, -2.55197, 5.31802], [-1.15209, 1.67813, -1.13811], [-1.63371, 3.42116, 3.16752], [-1.25499, 3.66730, -2.62372], [2.12184, 1.64459, -5.68420], [-0.89947, -1.78268, -1.89620]],
  "e_homo_ev": -10.35,
  "smiles": "CCOC(C)=O.CCOC(C)=O.CCOC(C)=O.CCOC(C)=O.ClC(Cl)Cl",
  "energy_ha": -2650.06020,
  "homo_lumo_gap_ev": 10.93
}